Molecular formula: C54H41IrN4P2SbSe4
Method: DFT, ωB97M-V/def2-TZVPD

```
! RIJCOSX wB97M-V def2-TZVPD def2/J DEFGRID3
* xyz -2 2
C -0.61875 4.72249 -2.69493
H 2.44247 -1.29898 -4.74434
C 1.93373 0.39738 -1.23410
H 5.06704 3.74427 -5.46316
C -1.92188 -3.04857 -1.44935
H -4.71503 -5.63559 -0.21971
H 2.09310 5.27689 4.83718
H -2.75458 -1.16762 -2.38847
C 3.98871 3.68303 -5.37685
H -4.13964 -1.85672 -0.47690
C 1.81287 3.74082 -6.38060
H -0.86125 -3.25820 -1.60708
C -1.78141 0.05948 0.92797
H -2.09359 -5.00762 2.82186
H -5.06432 -0.62620 1.37225
H -3.62193 -4.28122 1.46903
C 0.15723 2.62098 2.71038
C -2.21800 -1.48206 -1.48587
C -2.98115 4.30672 -2.86250
C 2.32418 -0.82568 -3.77573
C -1.02085 -1.90350 3.67050
H 2.75514 -7.02684 -0.06349
Sb 3.66059 0.70203 3.72709
H -3.99254 4.67587 -2.98706
H 3.47104 2.71622 -0.25802
C 0.71992 -6.39076 -0.28515
P 1.39274 2.89347 -2.32158
H -1.28060 1.40649 -2.38843
C -2.75366 -3.87533 -2.36597
H -2.61944 -5.05518 5.23688
H 2.78148 -1.43415 -0.48831
C -3.09483 -1.67372 -0.21679
C -2.76352 1.60180 2.50016
H -2.08681 6.26304 -2.93511
C 2.01337 -6.28281 0.20168
C -3.98559 0.96795 2.33382
C 3.77069 4.18862 1.30849
H 1.54429 0.97654 -4.60049
C 3.40253 3.49520 -4.13447
C 2.03386 4.20981 2.96594
Se 5.85916 -0.30781 3.03391
H -2.69950 2.49261 3.10835
Se 2.78690 -0.56678 5.61443
H -0.93982 -1.13474 5.66720
C 1.53468 4.56606 4.24302
C 0.12358 -4.34360 0.83174
H 1.18219 3.84118 -7.25643
C -1.01824 -0.61569 -1.24759
C -2.42107 -3.06702 0.03957
N -0.00492 -1.66324 0.72133
H 0.21397 5.41892 -2.68398
C -0.24241 2.93889 3.99330
H 4.02755 3.40215 -3.25265
C -1.91223 -4.13255 3.43542
C 1.65962 1.08364 -2.44698
H 3.37087 -5.12160 1.40300
H -3.56885 2.24995 -2.70868
C 3.07414 3.17373 0.63656
C -0.36766 3.35180 -2.56849
N -0.64092 -0.37605 0.10548
C 1.42003 -4.25352 1.34455
C -3.37723 -4.15318 0.42178
H 3.77414 5.48298 3.00436
H 1.68947 -3.40792 1.96759
C 1.23044 3.54892 -5.13354
C 2.01723 3.39409 -3.99426
C -1.86082 -3.07377 5.59242
H 0.15143 3.49743 -5.05392
N 1.90985 2.72280 1.04557
H 3.16024 -2.46492 -2.65791
Se 4.77878 2.71747 4.83644
C 3.24432 4.72278 2.44651
H 3.64701 3.89477 -7.48911
H -1.06139 2.39646 4.44342
H 4.72974 4.51116 0.92898
H -4.85668 1.35677 2.84921
C 2.70605 -1.48031 -2.60976
C 1.38002 3.21539 2.22779
C 3.19359 3.78656 -6.51100
P -0.92254 -2.88857 1.10182
C -1.62418 1.13918 1.82646
H 0.44561 -7.22242 -0.92329
H -2.54051 -3.77947 -3.42691
C -1.44237 2.47165 -2.55850
C -3.71079 -4.70341 -1.94153
C 2.36129 -5.21732 1.02398
C -1.37311 -2.97839 2.86088
C -2.74158 2.95022 -2.71145
C -1.91037 5.19737 -2.84435
H -0.52640 -1.04375 3.23267
C -2.18107 -4.16808 4.79460
C 0.46049 3.89759 4.75167
C -1.25736 -1.95606 5.03785
C -3.99238 -4.88121 -0.51073
Se 2.10476 -0.43305 1.96335
H 0.14808 4.08494 5.77180
H -0.16068 -0.82956 -1.87414
H -2.05080 -3.11217 6.65861
C -4.10791 -0.13164 1.49927
H -4.28197 -5.29047 -2.65244
N -0.37721 1.69384 1.85842
C 1.81431 0.45686 -3.68866
Ir 0.93291 1.00886 0.47502
H -1.23365 -5.50538 -0.36463
C -2.99704 -0.57768 0.78422
C -0.22697 -5.42220 0.02698
C 2.50260 -0.88187 -1.37732
*
```

Summary:
- energy relative to the best compared isomer or geometry (same formula, charge and spin) (eV) = 4.405
- E (a.u.) = -12934.38233
- LUMO (spin up / spin down) (eV) = 3.9 / 3.3
- highest occupied orbital energy (spin up / spin down) (eV) = -1.16 / -1.16
- HOMO-LUMO gap (spin up / spin down) (eV) = 5.030 / 4.460